1.
Density functional theory data (the ωB97M-V functional and the def2-TZVPD basis) for the molecule C23H21N3O2S in a non-equilibrium geometry.

Positions of all 50 atoms, in Å:
C (1.906, -4.959, 1.376)
N (0.980, -3.883, 0.991)
C (0.940, -3.235, -0.254)
O (1.632, -3.657, -1.184)
C (0.082, -2.054, -0.410)
C (-0.976, -2.104, -1.387)
C (-1.168, -3.380, -2.246)
C (-1.886, -1.018, -1.546)
C (-1.788, 0.066, -0.652)
C (-0.712, 0.140, 0.242)
C (-0.471, 1.379, 1.002)
O (-1.359, 1.757, 1.769)
N (0.641, 2.180, 0.815)
C (0.905, 3.328, 1.680)
C (0.208, -0.914, 0.398)
C (1.295, -0.786, 1.428)
C (1.020, -0.466, 2.786)
C (2.081, -0.267, 3.710)
C (3.395, -0.472, 3.291)
C (3.629, -0.839, 1.968)
C (2.599, -0.992, 1.054)
N (-2.705, 1.120, -0.657)
C (-4.037, 0.952, -1.092)
C (-5.068, 1.750, -0.518)
C (-6.377, 1.630, -0.978)
C (-6.701, 0.740, -1.983)
C (-5.689, -0.068, -2.530)
C (-4.389, -0.010, -2.071)
S (-3.185, -1.077, -2.776)
H (1.590, -5.901, 0.990)
H (2.937, -4.698, 1.060)
H (1.894, -4.992, 2.507)
H (0.521, -3.380, 1.762)
H (-2.183, -3.473, -2.543)
H (-0.913, -4.339, -1.710)
H (-0.518, -3.330, -3.145)
H (1.425, 1.670, 0.433)
H (0.305, 4.166, 1.430)
H (1.954, 3.648, 1.549)
H (0.800, 3.105, 2.761)
H (-0.013, -0.269, 3.136)
H (1.890, -0.012, 4.739)
H (4.220, -0.290, 3.959)
H (4.671, -0.963, 1.710)
H (2.827, -1.388, 0.068)
H (-2.653, 1.741, 0.173)
H (-4.798, 2.498, 0.232)
H (-7.080, 2.287, -0.563)
H (-7.703, 0.707, -2.334)
H (-5.980, -0.762, -3.328)

The largest force on an atom is 3.1 eV/A. The HOMO-LUMO gap comes out at 7.81 eV. As for the energy relative to the best compared isomer or geometry (same formula, charge and spin): 21.27 kJ/mol. As for the SMILES: CNC(=O)c1c(C)c2c(c(C(=O)NC)c1-c1ccccc1)Nc1ccccc1S2. As for the total charge: 0.

natural (NBO) atomic charge list, values in e, 2 entries: C -0.405; N -0.626

***

2.
Density functional theory data (the ωB97M-V functional and the def2-TZVPD basis) for a 2-piece molecular cluster, C8H8ClN2P overall in a non-equilibrium geometry.

Positions of all 20 atoms, in Å:
C (-2.576, -0.898, -0.636)
C (3.035, -0.498, 1.623)
C (-1.438, -0.488, 0.040)
C (2.120, 0.502, 1.939)
C (-3.048, 0.179, -1.320)
C (2.574, -1.081, 0.425)
C (-1.258, 0.827, -0.297)
C (1.270, 0.637, 0.838)
N (-2.282, 1.217, -1.092)
N (1.568, -0.380, -0.016)
P (-0.048, 1.828, 0.447)
Cl (0.564, 0.502, -2.706)
H (-3.151, -1.815, -0.681)
H (3.856, -0.889, 2.133)
H (-0.830, -0.983, 0.814)
H (1.962, 1.192, 2.747)
H (-3.967, 0.230, -1.831)
H (2.969, -1.955, -0.016)
H (-2.293, 2.158, -1.511)
H (0.974, -0.284, -0.901)

The largest force on an atom is 3.0 eV/A. The HOMO-LUMO gap comes out at 5.81 eV. As for the energy relative to the best compared isomer or geometry (same formula, charge and spin): 149.36 kJ/mol. As for the total charge: 0.

natural (NBO) atomic charge list, values in e, 2 entries: C -0.307; C -0.297

***

3.
Density functional theory data (the ωB97M-V functional and the def2-TZVPD basis) for a 7-piece molecular cluster, C34H55BNO13 overall in a non-equilibrium geometry.

Positions of all 104 atoms, in Å:
O (3.119, -2.018, 1.124)
C (3.505, -1.215, -0.027)
C (2.439, -1.295, -1.126)
B (1.874, 0.153, -1.693)
C (1.348, 1.150, -0.451)
C (-0.069, 1.720, -0.759)
C (-1.197, 0.990, 0.026)
C (-1.963, 0.100, -0.976)
N (-2.509, -1.140, -0.414)
C (-3.201, -1.340, 0.744)
C (-3.522, -2.680, 0.788)
C (-3.007, -3.309, -0.372)
C (-2.381, -2.306, -1.094)
H (2.939, -1.461, 1.882)
H (3.685, -0.190, 0.311)
H (4.462, -1.614, -0.358)
H (1.578, -1.856, -0.733)
H (2.834, -1.890, -1.965)
H (0.971, -0.065, -2.512)
H (2.753, 0.755, -2.293)
H (2.023, 2.003, -0.340)
H (1.283, 0.612, 0.505)
H (-0.287, 1.675, -1.829)
H (-0.125, 2.779, -0.497)
H (-0.802, 0.429, 0.873)
H (-1.886, 1.753, 0.382)
H (-2.742, 0.702, -1.455)
H (-1.257, -0.193, -1.751)
H (-3.415, -0.550, 1.442)
H (-4.077, -3.179, 1.570)
H (-3.086, -4.345, -0.656)
H (-1.868, -2.396, -2.037)
O (5.251, 0.061, -2.072)
C (6.329, 0.167, -1.581)
O (6.656, -0.319, -0.344)
C (7.990, 0.065, 0.004)
C (8.688, 0.357, -1.318)
C (7.536, 0.880, -2.171)
H (7.939, 0.948, 0.648)
H (8.458, -0.746, 0.558)
H (9.522, 1.050, -1.219)
H (9.071, -0.572, -1.746)
H (7.394, 1.955, -2.054)
H (7.647, 0.632, -3.223)
O (-1.844, 3.950, 0.712)
C (-2.699, 4.291, 1.475)
O (-2.720, 5.507, 2.075)
C (-3.805, 5.566, 3.022)
C (-4.792, 4.500, 2.565)
C (-3.870, 3.455, 1.956)
H (-3.406, 5.362, 4.018)
H (-4.234, 6.566, 3.012)
H (-5.419, 4.125, 3.371)
H (-5.444, 4.903, 1.796)
H (-3.505, 2.746, 2.699)
H (-4.334, 2.924, 1.131)
O (-2.075, -2.888, -6.063)
C (-0.995, -2.772, -5.554)
O (-0.717, -3.215, -4.312)
C (0.632, -2.833, -3.936)
C (1.355, -2.604, -5.251)
C (0.228, -2.097, -6.147)
H (0.587, -1.927, -3.328)
H (1.076, -3.631, -3.346)
H (2.196, -1.919, -5.156)
H (1.732, -3.552, -5.641)
H (0.100, -1.016, -6.069)
H (0.356, -2.384, -7.187)
O (-2.532, 3.730, 5.916)
C (-1.906, 2.710, 5.911)
O (-1.070, 2.359, 6.917)
C (-0.376, 1.143, 6.580)
C (-1.246, 0.461, 5.534)
C (-1.870, 1.657, 4.821)
H (0.610, 1.405, 6.193)
H (-0.253, 0.546, 7.481)
H (-0.690, -0.206, 4.880)
H (-2.027, -0.123, 6.025)
H (-1.243, 2.020, 4.004)
H (-2.872, 1.447, 4.458)
O (6.169, -8.256, 0.917)
C (5.527, -7.245, 0.963)
O (6.089, -6.018, 0.920)
C (5.078, -5.000, 1.103)
C (3.770, -5.664, 0.708)
C (4.022, -7.116, 1.110)
H (5.086, -4.688, 2.149)
H (5.311, -4.142, 0.478)
H (2.904, -5.209, 1.181)
H (3.634, -5.599, -0.372)
H (3.759, -7.305, 2.153)
H (3.513, -7.826, 0.464)
O (-6.906, 3.250, 0.978)
C (-7.151, 3.492, -0.168)
O (-8.102, 2.834, -0.871)
C (-8.087, 3.260, -2.244)
C (-7.430, 4.633, -2.230)
C (-6.456, 4.503, -1.062)
H (-7.516, 2.532, -2.824)
H (-9.108, 3.284, -2.618)
H (-6.959, 4.893, -3.176)
H (-8.175, 5.398, -2.003)
H (-5.495, 4.089, -1.372)
H (-6.304, 5.441, -0.535)

The largest force on an atom is 1.3 eV/A. The HOMO-LUMO gap comes out at 6.69 eV. As for the total charge: -1.

Löwdin atomic charge list, values in e, 2 entries: O -0.117; C -0.280

***

4.
Density functional theory data (the ωB97M-V functional and the def2-TZVPD basis) for C3H3N2O as an isolated structure in a non-equilibrium geometry.

Positions of all 9 atoms, in Å:
C (-1.470, -0.361, -0.804)
C (0.691, -0.477, 0.509)
C (-0.174, -0.059, -0.643)
N (-2.548, -0.570, -1.176)
N (0.297, 0.773, 0.988)
O (1.075, 1.791, 0.929)
H (0.273, -1.194, 1.103)
H (1.757, -0.568, 0.403)
H (0.098, 0.665, -1.309)

As for the multiplicity: 3. The largest force on an atom is 3.6 eV/A. The HOMO-LUMO gap (spin up / spin down) comes out at 5.28 / 6.11 eV. As for the energy relative to the best compared isomer or geometry (same formula, charge and spin): 126.43 kJ/mol. As for the total charge: -1. Its expectation value of S² is 2.015.

natural (NBO) atomic charge list, values in e, 2 entries: C 0.228; C -0.285

***

Question: Which value of largest force on an atom does entry 2 give?
Answer: 3.0 eV/A

***

Question: Which formula does entry 3 have?
Answer: C34H55BNO13